(1)
Computed, not measured: an isolated molecule of C5H9NO at a distorted geometry, with wB97M-V/def2-TZVPD.

```
! wB97M-V def2-TZVPD RIJCOSX def2/J DEFGRID3
* xyz 0 1
C -1.7395 -1.0261 0.6035
C -2.0709 0.0129 -0.1791
C -1.0207 0.9091 -0.9220
C 0.2239 1.1147 -0.0939
C 1.2061 -0.0555 0.2656
N 1.7559 -0.5889 -0.8689
O 1.5341 -0.2706 1.3989
H -2.4520 -1.3467 1.3422
H -0.7331 -1.4225 0.6221
H -3.1046 0.1462 -0.4757
H -0.8095 0.5207 -1.9172
H -1.6110 1.8303 -0.9912
H 0.8493 1.7820 -0.6962
H 0.0902 1.6611 0.8455
H 1.1455 -0.7883 -1.6348
H 2.5648 -1.1600 -0.6895
*
```

Values from the calculation:
Strongest force on any atom, eV Å⁻¹: 2.81
Orbital gap, eV: 10.404
Relative energy (zero: lowest compared OMol25 entry of this formula, charge and spin), eV: 1.601
HOMO energy, eV: -9.51
LUMO level, Ha: 0.0329

These are the Mulliken partial charges, in e, on atoms 1 to 4:
1 C -0.737
2 C -0.179
3 C -0.571
4 C -0.497


(2)
Computed, not measured: an isolated molecule of C4H7NO, with wB97M-V/def2-TZVPD.

```
! wB97M-V def2-TZVPD RIJCOSX def2/J DEFGRID3
* xyz 0 1
C 1.4951 -0.9694 -0.3367
C 0.5820 0.2513 -0.4097
C -0.8743 -0.0894 -0.0523
C -1.5202 0.9821 0.7319
N -1.3013 2.0924 1.2736
O -2.7163 1.1436 1.2433
H 2.5202 -0.7093 -0.6172
H 1.5186 -1.3711 0.6832
H 1.1544 -1.7690 -1.0043
H 0.6174 0.6928 -1.4116
H 0.9545 1.0207 0.2779
H -1.4929 -0.2759 -0.9381
H -0.9372 -0.9989 0.5601
*
```

Values from the calculation:
Strongest force on any atom, eV Å⁻¹: 0.47
Orbital gap, eV: 10.156
Relative energy (zero: lowest compared OMol25 entry of this formula, charge and spin), eV: 3.812
HOMO energy, eV: -9.71
LUMO level, Ha: 0.0165

These are the Mulliken partial charges, in e, on atoms 1 to 4:
1 C -1.271
2 C -0.300
3 C -0.445
4 C 0.689


(3)
Computed, not measured: a structure of composition C45H46N5O2PSV, with wB97M-V/def2-TZVPD.

```
! wB97M-V def2-TZVPD RIJCOSX def2/J DEFGRID3
* xyz 4 2
V 0.7924 0.1304 0.5781
C 0.9356 1.9769 -3.3483
C -0.0912 1.3097 -3.9952
C -0.7708 0.2976 -3.3292
C -0.4111 -0.0154 -2.0333
N 0.5954 0.6402 -1.4110
C 1.2564 1.6128 -2.0546
C -1.0465 -1.0771 -1.2272
C -2.0805 -1.8773 -1.6744
C -2.5712 -2.8779 -0.8545
C -2.0217 -3.0618 0.4103
C -1.0141 -2.2224 0.8212
N -0.5347 -1.2421 0.0220
H 1.4888 2.7705 -3.8319
H -0.3624 1.5685 -5.0107
H -1.5734 -0.2322 -3.8214
H 2.0545 2.1082 -1.5176
H -2.5062 -1.7203 -2.6534
H -3.3768 -3.5140 -1.1988
H -2.3693 -3.8448 1.0705
H -0.5564 -2.3189 1.7962
C 3.6303 1.4040 3.2135
C 2.1284 1.6200 3.0618
C 1.5978 2.7214 3.9737
C 1.3015 0.3482 3.2669
C 1.6697 -0.5174 4.4733
O 2.3594 -1.6657 3.8902
C 2.2458 -1.6817 2.6093
N 1.5496 -0.6303 2.1093
C 2.8053 -2.7739 1.8673
C 3.2726 -3.8731 2.6017
C 3.8318 -4.9584 1.9474
C 3.9291 -4.9412 0.5666
C 3.4722 -3.8452 -0.1729
C 2.9081 -2.7502 0.4575
P 2.5412 -1.2717 -0.5341
C 2.0972 -1.8787 -2.1608
C 2.5908 -1.2388 -3.2997
C 2.2227 -1.6929 -4.5584
C 1.3641 -2.7770 -4.6848
C 0.8675 -3.4167 -3.5524
C 1.2307 -2.9701 -2.2929
C 4.0491 -0.3119 -0.6350
C 5.1914 -0.8797 -1.2093
C 6.3611 -0.1436 -1.2856
C 6.3996 1.1590 -0.7963
C 5.2705 1.7311 -0.2250
C 4.1009 0.9913 -0.1430
H 4.1773 2.2390 2.7779
H 3.9981 0.4950 2.7308
H 3.9092 1.3700 4.2678
H 1.9337 1.9468 2.0125
H 1.6796 2.4204 5.0214
H 0.5522 2.9546 3.7673
H 2.1806 3.6340 3.8601
H 0.2465 0.6192 3.3059
H 0.8216 -0.9137 5.0256
H 2.3732 -0.0457 5.1541
H 3.1906 -3.8775 3.6798
H 4.1910 -5.8075 2.5127
H 4.3702 -5.7815 0.0455
H 3.5763 -3.8656 -1.2493
H 3.2863 -0.4131 -3.2131
H 2.6284 -1.2167 -5.4413
H 1.0985 -3.1419 -5.6685
H 0.2219 -4.2787 -3.6568
H 0.8621 -3.4963 -1.4182
H 5.1751 -1.8890 -1.6030
H 7.2452 -0.5805 -1.7297
H 7.3168 1.7295 -0.8604
H 5.3073 2.7447 0.1512
H 3.2291 1.4527 0.3198
C -5.0052 1.4999 3.6681
C -4.8936 0.2083 2.8689
C -4.5120 0.4440 1.4123
N -3.0460 0.6623 1.3235
C -2.4123 1.5314 0.5825
S -0.7078 1.9590 0.9168
N -2.9972 2.2323 -0.3862
C -4.0809 1.6840 -1.2794
O -3.9594 0.5195 -1.5586
C -5.0944 2.6293 -1.6772
C -5.1703 3.9117 -1.1140
C -6.1765 4.7692 -1.5144
C -7.1033 4.3437 -2.4614
C -7.0365 3.0701 -3.0217
C -6.0355 2.2061 -2.6292
H -5.1663 1.2955 4.7244
H -5.8450 2.1006 3.3186
H -4.1001 2.1088 3.5840
H -5.8341 -0.3426 2.8811
H -4.1568 -0.4626 3.3296
H -4.9917 1.3477 1.0333
H -4.7873 -0.3801 0.7545
H -2.5039 0.2132 2.0456
H -2.4545 2.9916 -0.7770
H -4.4620 4.2367 -0.3630
H -6.2466 5.7620 -1.0932
H -7.8894 5.0190 -2.7742
H -7.7635 2.7612 -3.7595
H -5.9639 1.2130 -3.0508
*
```

Values from the calculation:
Strongest force on any atom, eV Å⁻¹: 0.72
Orbital gap (spin up / spin down), eV: 4.392 / 5.102
HOMO energy (spin up / spin down), eV: -17.86 / -17.86
LUMO level (spin up / spin down), Ha: -0.4948 / -0.4687
Expectation value of S²: 0.7961

These are the Mulliken partial charges, in e, on atoms 1 to 4:
1 V -0.940
2 C -1.212
3 C -1.182
4 C -0.758